The following is a DFT calculation (the ωB97M-V functional and the def2-TZVPD basis) of C35H37BN5O6SiTi as an isolated structure in a non-equilibrium geometry.

```
! wB97M-V def2-TZVPD RIJCOSX def2/J DEFGRID3
* xyz 1 1
Ti -2.53655 -18.12132 11.78983
C -3.71869 -18.28663 8.57608
O -4.02829 -18.51433 9.89750
C -5.45421 -18.35551 10.05388
C -5.71832 -18.36252 11.55214
O -4.79626 -17.43063 12.19466
C -5.43602 -16.10737 12.35813
H -3.82510 -17.23124 8.38642
H -4.44676 -18.78166 7.88966
H -2.68617 -18.60183 8.43077
H -6.02853 -19.24575 9.61399
H -5.77739 -17.44097 9.60553
H -5.48788 -19.34643 11.99847
H -6.78515 -18.13425 11.72743
H -5.56086 -15.76447 11.28755
H -4.82489 -15.54042 12.96344
H -6.38472 -16.26366 12.83350
B -0.78795 -19.86776 10.36268
N 0.16240 -19.07257 11.40574
C 1.47728 -19.01568 11.67501
C 1.70196 -18.00455 12.57206
C 0.48170 -17.32667 12.70521
N -0.47529 -18.07293 12.05671
N -1.60817 -20.83823 11.16562
C -1.65332 -22.14071 11.06828
C -2.72091 -22.58249 11.80435
C -3.23277 -21.41282 12.40977
N -2.61125 -20.35781 11.93072
H -1.51037 -18.87922 9.90960
H -0.16606 -20.37711 9.52024
H 2.18217 -19.62441 11.16449
H 2.64644 -17.74051 13.01480
H 0.09038 -16.57790 13.29750
H -1.03152 -22.63755 10.39912
H -3.22269 -23.58165 11.83914
H -4.03832 -21.20263 13.11718
C -3.25155 -13.97927 16.58478
C -4.25580 -14.89765 16.76431
C -4.31585 -16.12829 16.05781
C -3.23567 -16.49695 15.24819
C -2.18262 -15.54557 15.04662
C -2.24377 -14.30598 15.63874
Si -2.92627 -18.19699 14.50857
C -4.14377 -19.56443 14.94973
C -5.52128 -19.44458 14.60807
C -6.47933 -20.35974 14.99043
C -6.08952 -21.36400 15.91242
C -4.72886 -21.43596 16.26061
C -3.72583 -20.58922 15.81669
C -1.28053 -18.82052 15.21709
C -0.60631 -18.08184 16.13776
C 0.68143 -18.41551 16.62088
C 1.32306 -19.48560 16.10094
C 0.67575 -20.30467 15.07483
C -0.61387 -19.93473 14.65697
H -3.23183 -12.98130 17.10804
H -5.13385 -14.79243 17.35759
H -5.13354 -16.76672 16.18161
H -1.33217 -15.72807 14.38575
H -1.41369 -13.62144 15.57494
H -5.80130 -18.68395 13.90788
H -7.51326 -20.33372 14.67671
H -6.82737 -22.02812 16.36010
H -4.47228 -22.05923 17.11459
H -2.70134 -20.54040 16.24246
H -1.04113 -17.27976 16.57153
H 1.21582 -17.80435 17.38085
H 2.30867 -19.77364 16.46427
H 1.21817 -21.19249 14.69154
H -1.00889 -20.59079 13.89749
O -2.32776 -16.64169 10.22728
C -2.27334 -15.77878 11.08335
O -2.45035 -16.07533 12.30213
C -2.01647 -14.31559 10.71408
C -2.28037 -13.28833 11.61315
C -1.92044 -11.98555 11.35288
C -1.37742 -11.71828 10.06166
C -1.04433 -12.67820 9.17578
C -1.38196 -14.01707 9.50768
N -1.06208 -10.31168 9.76115
O -1.66211 -9.46772 10.40732
O -0.32212 -10.09853 8.84525
H -2.80324 -13.38948 12.54597
H -2.17706 -11.20357 12.01228
H -0.58363 -12.43793 8.22511
H -1.24728 -14.77407 8.70841
*
```

Properties
LUMO (alpha / beta), eV: -3.55 / -4.03
Energy relative to the best compared isomer or geometry (same formula, charge and spin), kcal per mole: 0.0
Frontier orbital gap (alpha / beta), eV: 7.1 / 7.0
E_HOMO (alpha / beta), eV: -10.63 / -11.03

These are the Löwdin partial charges, in e, on atoms 1 to 2: 1.125, -0.110